{"formula": "C15H14AsF6IrN3S", "method": "the ωB97M-V functional and the def2-TZVPD basis", "total_energy_ha": -4081.26944, "multiplicity": 2, "molar_mass_da": 649.49, "total_charge": 2, "lumo_energy_ev": [-8.394, -9.837], "homo_energy_ha": [-0.568, -0.570], "gap_ev": [7.074, 5.660], "s2": 0.779, "elements": ["Ir", "C", "C", "C", "C", "C", "C", "C", "C", "C", "S", "C", "N", "H", "H", "H", "H", "H", "H", "H", "H", "N", "C", "C", "C", "N", "C", "C", "H", "H", "H", "H", "H", "H", "F", "As", "F", "F", "F", "F", "F"], "positions_angstrom": [[-0.618, -0.500, 0.962], [1.956, 1.190, 0.962], [2.061, 0.076, -0.029], [3.220, -0.179, -0.774], [3.278, -1.239, -1.641], [2.168, -2.099, -1.771], [2.135, -3.248, -2.604], [1.025, -4.063, -2.654], [-0.098, -3.783, -1.877], [-0.102, -2.657, -1.049], [-1.425, -2.255, -0.055], [1.035, -1.810, -1.008], [0.996, -0.724, -0.172], [2.874, 1.771, 0.998], [1.780, 0.794, 1.970], [1.142, 1.873, 0.701], [4.069, 0.476, -0.641], [4.178, -1.428, -2.213], [3.008, -3.485, -3.199], [1.024, -4.935, -3.294], [-0.962, -4.436, -1.907], [-3.164, 4.293, -1.786], [-2.588, 3.217, -1.262], [-1.573, 2.507, -1.954], [-1.002, 1.412, -1.386], [-1.368, 0.960, -0.161], [-2.352, 1.620, 0.509], [-2.965, 2.724, 0.009], [-2.898, 4.645, -2.691], [-3.886, 4.793, -1.293], [-1.249, 2.826, -2.935], [-0.236, 0.847, -1.898], [-2.636, 1.221, 1.482], [-3.738, 3.208, 0.591], [-0.646, -1.267, 2.737], [-0.418, -0.444, 4.829], [-0.060, 0.926, 3.837], [1.179, -0.955, 4.557], [-0.244, 0.266, 6.328], [-0.835, -2.025, 5.248], [-2.063, -0.112, 4.537]]}

---

{"formula": "C42H45N6PtSSb", "method": "the ωB97M-V functional and the def2-TZVPD basis", "total_energy_ha": -2713.26767, "multiplicity": 3, "molar_mass_da": 982.77, "total_charge": 2, "lumo_energy_ev": [-4.617, -5.990], "homo_energy_ha": [-0.472, -0.490], "gap_ev": [8.222, 7.353], "s2": 2.008, "elements": ["Pt", "C", "C", "C", "C", "C", "C", "C", "N", "C", "C", "C", "C", "C", "C", "C", "N", "C", "C", "C", "C", "H", "H", "H", "H", "H", "H", "H", "H", "H", "H", "H", "H", "H", "H", "H", "H", "H", "H", "H", "H", "H", "H", "H", "H", "N", "C", "C", "N", "C", "C", "N", "C", "C", "N", "H", "H", "H", "H", "H", "H", "S", "Sb", "C", "C", "C", "C", "C", "C", "C", "C", "C", "C", "C", "C", "C", "C", "C", "C", "C", "C", "H", "H", "H", "H", "H", "H", "H", "H", "H", "H", "H", "H", "H", "H", "H"], "positions_angstrom": [[-1.501, 0.192, 1.240], [-0.904, -1.699, -5.669], [-0.241, -0.485, -4.997], [-0.546, 0.775, -5.811], [1.283, -0.685, -4.964], [-0.808, -0.423, -3.592], [-1.853, 0.415, -3.202], [-2.287, 0.422, -1.887], [-1.770, -0.367, -0.951], [-0.854, -1.263, -1.330], [-0.339, -1.299, -2.617], [-0.436, -2.232, -0.318], [-0.178, -3.541, -0.691], [0.181, -4.493, 0.257], [0.341, -4.008, 1.554], [0.043, -2.689, 1.853], [-0.380, -1.808, 0.951], [0.417, -5.931, -0.146], [-0.647, -6.363, -1.166], [0.387, -6.899, 1.040], [1.810, -5.991, -0.797], [-0.512, -1.831, -6.673], [-1.979, -1.557, -5.737], [-0.720, -2.611, -5.106], [-0.054, 0.703, -6.779], [-0.180, 1.666, -5.306], [-1.611, 0.889, -5.986], [1.685, -0.551, -5.965], [1.558, -1.682, -4.632], [1.759, 0.042, -4.309], [-2.326, 1.084, -3.902], [-3.077, 1.093, -1.575], [0.453, -1.991, -2.842], [-0.310, -3.807, -1.725], [0.690, -4.654, 2.342], [0.150, -2.345, 2.869], [-1.648, -6.170, -0.783], [-0.551, -7.427, -1.359], [-0.523, -5.852, -2.117], [-0.555, -6.838, 1.579], [1.208, -6.722, 1.730], [0.491, -7.916, 0.675], [1.879, -5.309, -1.642], [1.989, -6.999, -1.160], [2.583, -5.737, -0.074], [-2.770, -0.864, 5.325], [-2.697, -2.183, 4.994], [-2.402, -2.228, 3.659], [-2.284, -0.965, 3.183], [-2.529, -0.152, 4.202], [-2.618, 1.260, 3.988], [-2.324, 1.765, 2.797], [-2.658, 3.079, 2.842], [-3.143, 3.378, 4.084], [-3.109, 2.222, 4.803], [-2.968, -0.505, 6.246], [-2.870, -2.958, 5.713], [-2.298, -3.081, 3.021], [-2.574, 3.729, 1.994], [-3.511, 4.295, 4.494], [-3.454, 2.126, 5.746], [-1.407, 2.472, -0.035], [0.769, 3.084, 0.453], [0.745, 4.533, 2.034], [1.524, 4.395, 3.169], [1.388, 5.323, 4.189], [0.484, 6.365, 4.070], [-0.283, 6.498, 2.924], [-0.156, 5.578, 1.898], [1.509, 3.831, -1.409], [1.993, 5.122, -1.525], [2.355, 5.588, -2.782], [2.246, 4.761, -3.888], [1.762, 3.469, -3.754], [1.368, 3.005, -2.512], [1.610, 1.235, 1.114], [2.437, 0.502, 0.283], [2.984, -0.683, 0.747], [2.727, -1.104, 2.041], [1.899, -0.361, 2.871], [1.306, 0.800, 2.397], [2.245, 3.590, 3.251], [2.001, 5.233, 5.072], [0.383, 7.079, 4.872], [-0.973, 7.320, 2.823], [-0.744, 5.677, 0.993], [2.107, 5.755, -0.654], [2.711, 6.600, -2.894], [2.540, 5.120, -4.861], [1.682, 2.831, -4.619], [0.937, 2.017, -2.402], [2.689, 0.867, -0.704], [3.641, -1.257, 0.111], [3.177, -2.014, 2.408], [1.733, -0.671, 3.892], [0.700, 1.415, 3.055]]}